No. 1
12
Properties=species:S:1:pos:R:3:forces:R:3 method="wB97M-V/def2-TZVPD" e_homo_ev=-9.14 e_above_lowest_kcal_mol=58.2 lumo_ev=-0.92 gap_ev=8.22 total_energy_ha=-683.51520
O 0.73042 2.26083 0.03847 -0.920 0.869 0.345
C 1.50620 1.36170 -0.09698 -0.629 1.296 -0.575
C 1.05909 -0.02229 -0.25700 0.502 -1.427 -0.266
S 2.23001 -1.12319 -0.01145 0.024 -0.472 0.074
N -0.22163 -0.28733 -0.64231 -0.138 -1.092 1.380
C -1.00485 -1.34315 0.07808 0.606 1.023 0.580
C -1.41620 0.14301 0.07237 0.371 0.348 0.909
H 2.55237 1.60310 -0.16011 0.952 -0.498 0.110
H -1.53164 -2.14851 -0.43570 0.184 0.624 -0.406
H -0.48823 -1.73343 1.01070 -0.697 0.781 -1.153
H -1.31321 0.70602 1.07279 -0.058 -0.886 -1.860
H -2.10235 0.58323 -0.66887 -0.195 -0.564 0.862

=====

No. 2
102
Properties=species:S:1:pos:R:3:forces:R:3 method="wB97M-V/def2-TZVPD" s_squared=2.030 charge=+2 e_homo_ev="-14.13 / -14.02" multiplicity=3 e_above_lowest_kcal_mol=0.9 lumo_ev="-6.90 / -6.78" gap_ev="7.22 / 7.25" total_energy_ha=-3182.72894
Mo -0.15388 0.11228 -1.01232 -0.141 -0.300 0.680
C 1.80460 0.90403 2.62809 -0.006 -0.195 0.113
C 0.29862 0.71942 2.58077 -0.011 0.183 0.289
C -0.45024 2.01929 2.33002 0.014 -0.093 -0.023
C -0.18379 0.07549 3.87180 -0.228 -0.224 -0.019
O 0.00227 -0.16958 1.43182 0.033 0.156 -0.173
Si -0.90086 -1.56388 1.49581 0.038 -0.341 -0.373
S -0.70310 -2.01525 -0.64669 0.092 -0.020 0.041
O -0.39436 -2.75878 2.41215 0.092 -0.013 0.016
C 0.61259 -3.82540 2.42374 0.051 -0.003 -0.034
C 0.82466 -4.17018 3.88232 -0.017 -0.011 0.207
C 1.90131 -3.32212 1.79434 -0.018 0.178 0.015
C 0.04195 -5.00619 1.65792 -0.106 0.012 -0.053
O -2.42922 -1.15114 1.74756 -0.098 0.110 0.269
C -3.59270 -1.85360 2.31452 0.085 -0.188 0.125
C -3.35994 -2.04593 3.80569 0.151 0.059 0.020
C -4.77660 -0.94437 2.06277 -0.134 0.035 -0.082
C -3.74910 -3.18443 1.59604 0.107 -0.042 -0.075
H 2.07625 1.63623 3.39452 -0.069 -0.087 -0.101
H 2.18859 1.24271 1.67326 0.131 0.114 -0.184
H 2.29669 -0.04372 2.86889 -0.050 0.124 -0.024
H -0.31373 2.70600 3.16879 -0.004 -0.057 -0.081
H -1.51845 1.81344 2.21458 0.169 -0.026 0.176
H -0.09028 2.51406 1.42280 -0.148 -0.007 0.169
H 0.05515 0.72678 4.71435 -0.019 -0.027 -0.065
H 0.30353 -0.89085 4.03745 -0.051 0.168 0.014
H -1.27147 -0.07729 3.85321 0.254 0.071 0.061
H 1.29079 -3.33739 4.41855 -0.057 -0.105 -0.050
H 1.47493 -5.04548 3.96571 -0.057 0.120 0.015
H -0.13066 -4.40323 4.35828 0.092 -0.007 -0.025
H 2.25167 -2.41582 2.30248 -0.014 -0.146 -0.061
H 1.75493 -3.09726 0.73557 0.023 -0.010 -0.011
H 2.67658 -4.08777 1.87904 -0.063 0.081 -0.009
H -0.88351 -5.35202 2.12497 0.081 0.010 -0.041
H 0.75667 -5.83259 1.66014 -0.066 0.071 -0.013
H -0.16834 -4.73428 0.61871 0.031 -0.049 0.076
H -3.28638 -1.07651 4.30881 -0.045 -0.120 -0.026
H -2.43627 -2.60549 3.97974 -0.127 0.032 0.017
H -4.19130 -2.59909 4.24905 0.067 0.058 -0.057
H -4.56216 0.06358 2.43040 -0.048 -0.085 -0.023
H -5.65636 -1.32253 2.59090 0.100 0.037 -0.078
H -5.01084 -0.89661 0.99493 0.017 -0.058 0.308
H -2.88905 -3.83555 1.79421 -0.155 0.070 -0.020
H -3.83432 -3.02987 0.51452 -0.015 -0.024 0.123
H -4.65226 -3.69210 1.94294 0.093 0.023 -0.038
O -1.17314 -0.64436 -3.46777 -0.106 0.142 -0.059
C -0.06162 -0.35842 -3.08922 0.197 0.000 0.161
C 1.17429 -0.50172 -3.88700 -0.245 -0.084 -0.139
C 1.16487 -0.94921 -5.20137 -0.125 -0.035 -0.176
C 2.36918 -1.13968 -5.85800 0.044 0.000 -0.059
C 3.57166 -0.88201 -5.20419 0.046 0.013 0.015
C 3.57893 -0.42549 -3.89010 0.133 -0.013 -0.075
C 2.36932 -0.22973 -3.24029 0.101 -0.120 0.252
P 2.20849 0.37272 -1.54071 0.648 0.296 -0.754
C 3.70079 -0.16711 -0.69854 -0.238 -0.169 0.235
C 4.58362 0.73820 -0.11993 0.072 0.031 0.035
C 5.74497 0.26544 0.47881 0.050 0.062 0.049
C 6.01292 -1.09710 0.50395 0.033 0.018 0.013
C 5.11905 -2.00190 -0.06137 -0.009 -0.043 -0.003
C 3.95875 -1.54058 -0.66083 0.053 0.053 0.058
C 2.26504 2.17658 -1.67069 -0.078 0.053 0.108
C 1.74203 2.93819 -0.62188 0.290 -0.010 -0.296
C 1.89029 4.31848 -0.61551 -0.041 0.043 0.041
C 2.53905 4.94221 -1.66825 0.007 0.097 -0.044
C 3.02505 4.19396 -2.73746 0.052 0.025 -0.048
C 2.89159 2.81615 -2.74365 -0.061 -0.020 -0.014
H 0.21923 -1.15933 -5.68940 0.073 0.002 0.050
H 2.37575 -1.50179 -6.87957 0.015 0.028 0.080
H 4.51230 -1.04569 -5.71926 -0.095 0.030 0.046
H 4.51742 -0.23044 -3.38373 -0.023 -0.038 -0.017
H 4.38094 1.80333 -0.14807 0.028 -0.060 0.006
H 6.44402 0.96693 0.92338 -0.079 -0.095 -0.069
H 6.92878 -1.45717 0.96028 -0.102 0.031 -0.025
H 5.33243 -3.06526 -0.03675 -0.023 0.108 -0.018
H 3.26427 -2.23855 -1.11538 0.016 -0.025 0.000
H 1.26139 2.44680 0.20597 -0.001 -0.106 0.201
H 1.50639 4.90636 0.21088 0.024 -0.051 -0.046
H 2.66556 6.01906 -1.65909 -0.003 -0.089 -0.020
H 3.52610 4.68696 -3.56338 -0.055 -0.032 0.084
H 3.28245 2.23734 -3.57078 0.002 0.034 0.010
C -1.70852 4.18464 -0.54963 -0.259 0.009 0.042
C -2.56758 2.94589 -0.28456 0.348 0.125 0.040
P -2.18992 1.53720 -1.37497 -0.748 0.201 -0.106
C -3.49847 0.29725 -1.00710 -0.090 0.284 -0.103
C -4.90412 0.86302 -0.77554 0.011 0.053 -0.139
C -2.44130 2.17582 -3.07023 -0.034 0.164 0.201
C -3.65465 3.08508 -3.28567 -0.026 0.007 -0.051
H -1.97254 4.97694 0.15292 0.011 -0.040 -0.046
H -1.86314 4.57376 -1.55788 0.043 -0.024 0.065
H -0.65246 3.97216 -0.43366 0.123 -0.023 0.000
H -3.61946 3.17620 -0.43885 -0.117 -0.014 -0.001
H -2.45549 2.60674 0.74535 -0.129 0.046 -0.101
H -3.17539 -0.24695 -0.12433 0.034 -0.058 0.081
H -3.47948 -0.40389 -1.83816 0.027 -0.095 -0.153
H -4.98105 1.36931 0.18730 0.004 -0.010 -0.068
H -5.61764 0.03811 -0.77277 -0.001 0.078 -0.019
H -5.21439 1.55564 -1.55605 -0.005 -0.052 0.055
H -2.50936 1.30684 -3.70840 0.051 -0.270 -0.199
H -1.52115 2.69226 -3.34154 0.116 0.085 -0.045
H -4.59013 2.53225 -3.21018 0.069 0.054 -0.018
H -3.60547 3.49333 -4.29576 -0.009 0.000 0.040
H -3.69307 3.92832 -2.59452 0.005 -0.073 -0.055